# 1
Formula: C21H21BrIN3O3V
Source: OMol25
Level of theory: wB97M-V/def2-TZVPD

The calculation puts the highest occupied orbital energy (spin up / spin down) at -17.9 / -17.9 eV. The net charge is +3. For the energy above the lowest of the compared OMol25 structures with the same formula, charge and spin, the calculation gives 48.8 kJ/mol. For the HOMO-LUMO gap (spin up / spin down), the calculation gives 5.58 / 5.58 eV. For the strongest force on any atom, the calculation gives 0.262 eV/Å. The LUMO energy (spin up / spin down) comes out at -12.3 / -12.3 eV. The energy comes out at -5017.5018 a.u. The spin multiplicity is 1.

Atoms and positions in Å:
V -0.05 -0.09 -0.11
C 0.29 2.45 -3.73
C -0.14 3.20 -2.51
N -0.30 4.51 -2.56
C -0.69 5.19 -1.48
C -0.98 4.63 -0.24
C -1.43 5.51 0.91
O -0.79 5.07 2.10
C -0.81 3.24 -0.15
C -1.02 2.51 1.07
N -0.77 1.25 1.29
C -0.93 0.81 2.65
C -0.56 1.60 3.74
C -0.79 1.13 5.02
C -1.37 -0.11 5.24
C -1.72 -0.92 4.17
C -1.48 -0.43 2.90
I -1.93 -1.54 1.19
C -0.39 2.56 -1.29
O -0.25 1.22 -1.16
H 0.34 3.15 -4.57
H -0.42 1.66 -3.98
H 1.27 2.00 -3.59
H -0.78 6.27 -1.62
H -2.52 5.45 1.00
H -1.17 6.54 0.67
H -0.75 5.80 2.73
H -1.39 3.08 1.91
H -0.09 2.56 3.58
H -0.50 1.75 5.87
H -1.54 -0.46 6.25
H -2.16 -1.90 4.34
C -2.87 -3.82 -3.27
C -1.57 -3.13 -2.95
C -0.39 -3.41 -3.63
C 0.78 -2.73 -3.33
C 0.74 -1.79 -2.32
Br 2.25 -0.71 -1.98
N -0.36 -1.54 -1.59
C -1.51 -2.18 -1.94
H -2.86 -4.19 -4.29
H -3.72 -3.14 -3.15
H -3.01 -4.67 -2.61
H -0.38 -4.16 -4.41
H 1.70 -2.90 -3.87
H -2.41 -1.89 -1.42
C 2.47 -0.28 1.61
O 1.24 -0.41 0.87
H 2.81 -1.29 1.83
H 2.25 0.27 2.52
H 3.18 0.26 0.99

Results of the Mulliken charge analysis, in e, for atoms 1 through 4:
1. V 0.9676
2. C -1.1785
3. C 0.3756
4. N -0.4870

# 2
Formula: C28H32N2O5
Source: OMol25
Level of theory: wB97M-V/def2-TZVPD

As for the structure (SMILES): COc1cccc([C@@H](C(=O)NC2CCCC2)N(Cc2ccc(C)cc2)C(=O)c2ccco2)c1OC. The calculation puts the highest occupied orbital energy at -8.3 eV. For the energy above the lowest of the compared OMol25 structures with the same formula, charge and spin, the calculation gives 119.9 kJ/mol. For the HOMO-LUMO gap, the calculation gives 8.86 eV. For the strongest force on any atom, the calculation gives 1.430 eV/Å. The LUMO energy comes out at 0.6 eV. The energy comes out at -1571.8727 a.u. The spin multiplicity is 1.

Atoms and positions in Å:
C 5.19 -1.14 -1.71
O 4.20 -0.54 -0.90
C 2.89 -0.63 -1.30
C 2.51 -1.10 -2.55
C 1.18 -1.13 -2.93
C 0.21 -0.72 -2.05
C 0.56 -0.30 -0.77
C -0.52 0.11 0.20
C -1.27 1.25 -0.52
O -2.33 1.09 -1.09
N -0.58 2.41 -0.46
C -0.94 3.62 -1.18
C -2.38 4.10 -0.89
C -3.14 3.96 -2.21
C -2.06 4.22 -3.26
C -0.87 3.44 -2.71
N -1.43 -0.98 0.54
C -1.09 -2.34 0.18
C 0.28 -2.74 0.65
C 1.15 -3.43 -0.18
C 2.41 -3.79 0.25
C 2.84 -3.47 1.53
C 4.21 -3.86 1.99
C 1.96 -2.80 2.38
C 0.70 -2.44 1.94
C -2.60 -0.78 1.20
O -3.38 -1.69 1.41
C -2.92 0.57 1.70
C -4.18 1.05 1.96
C -4.01 2.36 2.46
C -2.67 2.58 2.49
O -2.00 1.50 2.03
C 1.90 -0.20 -0.40
O 2.12 0.37 0.82
C 3.34 0.20 1.51
H 4.98 -2.20 -1.89
H 6.12 -1.04 -1.15
H 5.30 -0.62 -2.67
H 3.26 -1.43 -3.25
H 0.92 -1.47 -3.92
H -0.83 -0.73 -2.34
H -0.05 0.49 1.11
H 0.31 2.39 0.00
H -0.22 4.38 -0.85
H -2.36 5.14 -0.56
H -2.83 3.50 -0.10
H -3.50 2.94 -2.30
H -3.98 4.65 -2.28
H -1.83 5.29 -3.30
H -2.35 3.89 -4.25
H 0.09 3.77 -3.12
H -0.99 2.38 -2.94
H -1.85 -2.96 0.68
H -1.18 -2.50 -0.89
H 0.83 -3.68 -1.19
H 3.07 -4.32 -0.42
H 4.42 -3.48 2.99
H 4.97 -3.46 1.31
H 4.32 -4.94 2.00
H 2.27 -2.56 3.38
H 0.03 -1.92 2.61
H -5.10 0.53 1.79
H -4.78 3.05 2.76
H -2.08 3.42 2.80
H 3.15 0.57 2.52
H 3.63 -0.85 1.55
H 4.15 0.78 1.06

Results of the Mulliken charge analysis, in e, for atoms 1 through 4:
1. C -1.0258
2. O -0.3589
3. C 0.8273
4. C -0.2239

# 3
Formula: C3H7NO2
Source: OMol25
Level of theory: wB97M-V/def2-TZVPD

The calculation puts the highest occupied orbital energy at -8.1 eV. For the energy above the lowest of the compared OMol25 structures with the same formula, charge and spin, the calculation gives 391.0 kJ/mol. For the HOMO-LUMO gap, the calculation gives 8.92 eV. For the strongest force on any atom, the calculation gives 0.333 eV/Å. The LUMO energy comes out at 0.8 eV. The energy comes out at -323.6321 a.u. The spin multiplicity is 1.

Atoms and positions in Å:
C -1.45 -1.17 1.13
O -0.70 -0.71 -0.01
C -0.07 0.43 0.13
O -0.17 1.16 1.19
C 0.92 0.99 -0.74
N 1.67 0.25 -1.70
H -1.63 -2.23 0.95
H -2.39 -0.63 1.19
H -0.88 -1.02 2.04
H 0.86 1.59 0.67
H 0.61 1.98 -1.09
H 2.14 -0.54 -1.28
H 1.11 -0.10 -2.48

Results of the Mulliken charge analysis, in e, for atoms 1 through 4:
1. C -0.6383
2. O -0.3542
3. C 0.6870
4. O -0.5507

# 4
Formula: C35H39AsN3O2OsTe
Source: OMol25
Level of theory: wB97M-V/def2-TZVPD

The calculation puts the highest occupied orbital energy (spin up / spin down) at -15.8 / -15.8 eV. The net charge is +3. For the HOMO-LUMO gap (spin up / spin down), the calculation gives 5.14 / 5.21 eV. For the strongest force on any atom, the calculation gives 0.797 eV/Å. The LUMO energy (spin up / spin down) comes out at -10.6 / -10.5 eV. The energy comes out at -4265.3593 a.u. The spin multiplicity is 1.

Atoms and positions in Å:
Os 0.25 0.52 -0.32
C 4.58 0.39 0.63
O 3.75 0.18 1.84
C 2.51 0.26 1.42
N 2.30 0.27 0.15
C 3.61 0.08 -0.52
C 3.71 0.90 -1.78
C 4.74 1.78 -2.02
C 4.76 2.54 -3.19
C 3.74 2.41 -4.12
C 2.71 1.50 -3.89
C 2.70 0.75 -2.73
C 1.37 0.31 2.35
C 1.37 0.25 3.73
C 0.15 0.25 4.39
C -1.04 0.28 3.68
C -0.97 0.34 2.30
N 0.21 0.39 1.67
C -2.08 0.35 1.33
N -1.84 0.44 0.06
C -3.15 0.39 -0.64
C -4.16 0.25 0.54
O -3.32 0.24 1.74
C -3.25 -0.71 -1.67
C -4.51 -1.02 -2.18
C -4.65 -2.00 -3.15
C -3.54 -2.68 -3.64
C -2.28 -2.37 -3.14
C -2.14 -1.39 -2.16
H 5.43 -0.27 0.71
H 4.89 1.43 0.67
H 3.67 -0.99 -0.77
H 5.55 1.90 -1.31
H 5.58 3.22 -3.37
H 3.76 2.99 -5.03
H 1.94 1.37 -4.64
H 1.92 -0.01 -2.59
H 2.31 0.20 4.27
H 0.13 0.21 5.47
H -2.00 0.25 4.17
H -3.29 1.36 -1.13
H -4.70 -0.70 0.52
H -4.84 1.08 0.64
H -5.39 -0.50 -1.83
H -5.63 -2.23 -3.54
H -3.65 -3.43 -4.41
H -1.40 -2.86 -3.53
H -1.14 -1.15 -1.80
C -0.91 3.84 0.34
As 0.28 2.83 -0.81
C 1.95 3.77 -0.67
C -0.39 3.11 -2.61
H -0.93 4.88 0.02
H -0.54 3.79 1.36
H -1.91 3.42 0.29
H 1.82 4.77 -1.06
H 2.72 3.25 -1.24
H 2.24 3.83 0.38
H 0.20 3.90 -3.08
H -1.43 3.42 -2.56
H -0.30 2.21 -3.21
C -0.11 -10.24 -0.78
C -0.14 -8.76 -0.73
C 0.20 -8.01 -1.87
C 0.18 -6.64 -1.88
C 0.57 -5.92 -3.14
C -0.20 -5.94 -0.65
Te -0.25 -3.98 -0.62
C -0.57 -6.74 0.54
C -1.00 -6.14 1.84
C -0.52 -8.10 0.45
H 0.22 -10.62 -1.74
H -1.11 -10.63 -0.55
H 0.55 -10.61 0.01
H 0.48 -8.55 -2.77
H 0.72 -6.65 -3.94
H 1.49 -5.37 -3.01
H -0.20 -5.23 -3.46
H -1.04 -5.06 1.84
H -0.30 -6.45 2.63
H -1.98 -6.52 2.11
H -0.78 -8.71 1.32

Results of the Mulliken charge analysis, in e, for atoms 1 through 4:
1. Os 0.6138
2. C -0.8315
3. O -0.4471
4. C 0.5428

# 5
Formula: C4H6N2O
Source: OMol25
Level of theory: wB97M-V/def2-TZVPD

The calculation puts the highest occupied orbital energy at -7.7 eV. For the energy above the lowest of the compared OMol25 structures with the same formula, charge and spin, the calculation gives 177.1 kJ/mol. For the HOMO-LUMO gap, the calculation gives 8.61 eV. For the strongest force on any atom, the calculation gives 2.412 eV/Å. The LUMO energy comes out at 0.9 eV. The energy comes out at -340.7275 a.u. The spin multiplicity is 1.

Atoms and positions in Å:
C -2.15 0.49 0.09
C -0.71 0.11 0.05
C -0.27 -1.15 -0.16
N 1.05 -1.38 0.26
C 1.45 -0.17 0.29
N 2.63 0.36 -0.07
O 0.38 0.87 0.43
H -2.39 1.52 -0.17
H -2.67 -0.18 -0.61
H -2.56 0.27 1.09
H -0.78 -1.91 -0.70
H 2.62 1.35 -0.10
H 3.43 -0.17 -0.39

Results of the Mulliken charge analysis, in e, for atoms 1 through 4:
1. C -1.0489
2. C 0.6144
3. C -0.4216
4. N -0.5586